(1)
Molecular formula: C30H35N7OPt
Method: DFT, ωB97M-V/def2-TZVPD

Structure (XYZ):
```
74
Properties=species:S:1:pos:R:3:forces:R:3
Pt -0.06847 -0.32537 -0.16900 -0.150 0.430 0.205
O -0.41664 -2.37344 -1.37465 -0.296 0.152 0.156
N -1.32805 1.54417 -0.42757 1.593 -0.378 1.126
N 1.67365 -1.52881 -1.38767 -0.338 0.413 0.544
N 2.71801 -2.90526 -2.79913 0.121 0.201 0.183
N -1.39279 -1.44308 1.17439 0.347 0.165 -0.314
N -4.23929 -5.45857 3.20924 -0.324 -0.454 0.213
N 0.94453 1.24585 0.87090 -1.406 0.493 -0.381
N 3.95140 -1.15951 -1.82816 -0.045 -0.086 0.015
C -3.50970 -2.41012 1.66957 0.270 -0.128 0.131
C -0.79095 2.60508 0.07053 -1.251 -0.392 -0.894
C 3.33729 1.04117 1.18896 -0.433 -0.012 0.060
C 3.56379 1.76318 -0.10706 -0.050 0.011 0.107
C 3.76056 -3.46836 -3.62010 0.402 -0.010 -0.197
C 0.37286 2.40109 0.93935 1.276 -0.736 0.355
C -1.26482 3.98614 -0.21532 -0.140 0.024 -0.049
C 2.83086 -1.84466 -2.00061 0.011 -0.322 -0.226
C 2.02898 0.86940 1.67631 1.283 -0.224 1.050
C 4.39753 0.62274 1.97586 -0.082 -0.073 0.099
C -2.30971 0.99426 -2.54267 0.124 0.143 0.376
C 2.89014 -0.05453 3.71532 0.182 0.066 -0.125
C 4.17878 0.06892 3.22818 -0.116 0.019 -0.007
C 1.36685 -3.40680 -2.74030 -0.400 -0.196 -0.034
C -0.97026 0.52358 -3.01468 -0.005 -0.083 -0.109
C -4.66146 1.32983 -2.91936 0.105 -0.012 0.135
C 0.74582 -2.42919 -1.76908 0.549 -0.138 -0.404
C -2.72199 -1.38827 1.16875 -0.387 0.097 0.069
C -4.80936 1.78203 -1.62243 0.011 -0.074 -0.232
C -2.45873 1.49011 -1.22884 -1.553 0.170 -1.130
C -3.73202 1.86117 -0.75227 0.557 -0.113 -0.066
C 1.79683 0.34199 2.95860 -0.114 0.127 -0.549
C 0.41709 0.24117 3.53902 -0.024 0.102 -0.014
C -3.63846 -4.61062 2.73364 0.018 -0.005 -0.018
C -3.98414 2.30405 0.65493 -0.071 0.100 0.004
C -3.41343 0.92438 -3.37017 -0.183 0.090 0.104
C -1.48284 -3.60497 2.16517 -0.141 0.172 0.040
C -0.78407 -2.52161 1.66729 0.040 -0.470 0.332
C -2.87872 -3.54595 2.17890 0.423 0.663 -0.333
C 0.87773 3.50683 1.79978 0.065 -0.056 0.082
H 5.01438 -0.23845 3.83465 0.122 -0.048 0.077
H 0.30057 -2.50474 1.67980 -0.051 -0.063 -0.070
H 1.32650 -4.43680 -2.37863 -0.037 0.035 0.051
H 1.50405 3.12479 2.60291 -0.013 -0.020 -0.024
H -3.17459 -0.49019 0.77181 0.011 0.020 -0.131
H 4.58711 1.63210 -0.45221 0.048 0.016 -0.091
H 2.85988 1.44173 -0.87636 0.015 0.044 -0.135
H 0.86992 -3.36758 -3.71360 -0.024 0.035 0.055
H -4.18339 3.37603 0.67284 0.066 0.071 0.163
H 4.82423 -1.46870 -2.22076 0.002 0.013 -0.032
H -0.96598 -4.47151 2.55000 0.048 0.021 0.026
H 1.48722 4.18261 1.19801 0.004 0.107 -0.058
H -0.78349 -0.46141 -2.57285 0.114 0.095 -0.210
H 2.72213 -0.43640 4.70994 -0.014 -0.109 0.132
H -0.36118 0.47342 2.81140 -0.005 -0.079 0.125
H 4.60296 -3.79830 -3.00997 0.003 -0.052 -0.023
H -5.51726 1.27782 -3.57109 -0.115 0.001 -0.113
H -4.58564 -2.32912 1.67739 -0.040 0.045 -0.045
H -0.41746 4.64426 -0.39987 0.029 0.056 0.035
H -5.78039 2.09112 -1.27081 -0.176 0.000 0.082
H 0.06428 4.08817 2.22357 -0.100 0.053 0.003
H 5.40879 0.75650 1.62510 0.136 0.044 -0.097
H -1.92477 3.99589 -1.08111 0.016 -0.024 0.023
H 4.10475 -2.73455 -4.35174 0.019 -0.086 -0.043
H -4.88241 1.81500 1.03174 0.039 0.017 0.097
H -0.16417 1.20846 -2.74032 0.010 -0.054 -0.066
H -1.82038 4.38392 0.63528 0.005 0.059 0.058
H 3.96264 -0.43197 -1.13339 0.037 0.021 0.011
H -0.96784 0.40031 -4.09444 0.051 0.028 -0.072
H 0.24869 -0.75834 3.93341 -0.113 -0.066 0.039
H -3.15505 2.07830 1.32258 0.002 0.047 0.116
H 3.41849 2.83426 0.04430 0.011 0.059 -0.139
H -3.30829 0.55127 -4.37725 0.094 -0.022 -0.108
H 3.36507 -4.33041 -4.15078 0.027 0.029 0.006
H 0.32383 0.93452 4.37480 -0.089 0.028 0.052
```
Forces are in eV/Å.

Its largest force on an atom is 1.99 eV Å⁻¹. The value obtained for the HOMO energy (alpha / beta) is -13.579 / -14.051 eV. Its lowest unoccupied orbital energy (alpha / beta) is -6.501 / -6.949 eV. Its total charge is +2. The spin multiplicity is 3.

---

(2)
Molecular formula: C30H35O2Ti
Method: DFT, ωB97M-V/def2-TZVPD

Structure (XYZ):
```
68
Properties=species:S:1:pos:R:3:forces:R:3
Ti 0.07735 -0.18678 -0.13511 -0.743 0.395 1.149
O -0.47477 1.68455 1.39122 -0.344 0.564 -0.261
O 1.61823 -3.48776 -1.94448 1.218 -0.598 -0.405
C -1.83885 4.58803 -1.37733 -0.029 0.609 -0.194
C 0.92579 1.47818 -1.46023 0.911 0.157 0.649
C -1.74397 -1.69739 -0.13647 0.480 -0.338 -0.675
C -0.41943 1.09470 4.94361 -0.036 0.035 0.302
C -2.17569 3.36118 -0.54579 0.646 0.216 -0.167
C 2.40418 0.26134 -0.12672 -0.453 0.313 -0.809
C -0.71989 2.87124 3.16739 0.540 -0.284 1.127
C 2.89264 -3.91845 -1.40822 -0.294 -0.016 -1.634
C -2.06152 4.82644 3.06279 -0.424 0.926 0.101
C 2.82036 -6.99357 -5.23742 -0.162 -0.061 0.178
C 1.32883 -6.19770 -2.99365 0.306 0.186 -0.357
C 0.86079 1.94483 -0.12020 0.858 1.200 -1.636
C 1.91960 0.45697 -1.46414 0.364 -0.872 0.148
C -1.63428 -0.11263 1.51349 -0.293 -2.633 0.621
C -3.63948 2.95722 -0.77794 -0.261 -0.277 0.131
C -1.20605 3.97047 3.81711 -0.488 0.693 0.219
C -1.09018 2.74651 1.83840 1.376 -2.023 -2.288
C 0.27906 1.76786 3.79321 -0.940 0.824 -0.924
C 1.69024 1.14808 0.72592 1.425 0.281 -0.909
C -2.14711 -0.45592 -0.72688 0.025 -0.455 0.916
C 1.09102 -7.43599 -3.59507 0.230 0.024 -0.177
C -2.02908 0.49872 0.32053 -1.723 -0.678 -1.140
C 1.56939 2.46668 4.16046 0.040 0.090 0.134
C -1.84654 3.61609 0.96334 0.682 -1.733 0.902
C -1.38337 -1.48682 1.22997 -0.672 0.826 -0.067
C 1.83555 -7.84177 -4.71172 0.077 0.334 0.139
C 3.05939 -5.75324 -4.65437 -0.466 0.355 0.778
C -2.37265 4.65844 1.67832 -0.205 0.887 0.834
C 2.59314 -4.02735 -2.89972 0.211 0.666 1.876
C 2.31749 -5.34091 -3.52083 -0.376 -0.891 -0.423
H -1.03912 -2.20250 1.97882 -0.107 0.060 -0.505
H -2.50018 5.69941 3.56594 0.234 -0.405 -0.217
H -2.06311 4.39303 -2.44182 -0.035 0.170 0.405
H 2.89718 -4.85811 -0.82823 -0.133 0.655 -0.244
H -1.75269 -2.65423 -0.63062 0.173 -0.097 -0.128
H 2.06274 2.87388 3.26695 -0.100 -0.047 0.246
H -1.28694 0.53928 4.55627 0.160 0.170 0.375
H 3.81902 -5.07193 -5.04753 -0.220 -0.294 0.005
H -2.52539 -0.24961 -1.73261 0.276 -0.292 0.447
H 3.40462 -7.29112 -6.10788 -0.184 0.001 0.211
H 3.07327 -3.28222 -3.55246 -0.376 -0.220 0.355
H 1.31101 3.30024 4.81341 0.384 0.093 0.169
H 3.17094 -0.43648 0.19844 -0.231 0.003 -0.205
H -1.51025 2.64265 -1.07412 -0.422 -0.146 1.142
H -0.75745 4.80788 -1.30644 -0.525 0.112 0.086
H -3.85263 2.78181 -1.83721 0.078 0.354 -0.006
H 0.39895 1.92182 -2.30234 0.241 -0.258 0.172
H 0.73086 -5.87260 -2.13556 0.275 -0.104 -0.346
H 2.27930 -0.06144 -2.34546 -0.131 -0.118 0.164
H -3.94848 2.02822 -0.28529 0.205 0.254 0.083
H 0.31566 -8.08933 -3.19086 0.236 0.178 -0.130
H 0.52819 0.93499 3.10733 -0.424 0.942 0.058
H -2.43534 5.44155 -1.02910 0.326 0.076 -0.316
H -0.89903 4.13443 4.88198 -0.684 0.296 -1.015
H 3.56778 -3.10549 -1.10165 -0.410 -0.419 0.071
H 0.26757 0.39064 5.43585 -0.282 0.204 0.132
H -1.41187 0.32686 2.47161 -0.606 -0.240 -0.166
H -4.29966 3.72353 -0.37836 -0.112 0.219 -0.184
H 1.65015 -8.81092 -5.17782 0.026 0.294 0.162
H -3.01994 5.33586 1.08450 0.323 0.002 1.062
H 2.25846 1.78109 4.66891 -0.041 0.182 0.009
H 0.26135 2.79904 0.11317 0.764 0.484 -0.257
H 1.83180 1.26798 1.79556 -0.011 -0.052 -0.532
H -2.26728 1.51999 0.17607 -0.032 -0.390 0.358
H -0.75970 1.88053 5.62113 -0.111 -0.393 0.400
```
Forces are in eV/Å.

Its largest force on an atom is 3.35 eV Å⁻¹. The value obtained for the HOMO energy (alpha / beta) is -6.434 / -6.398 eV. Its lowest unoccupied orbital energy (alpha / beta) is -0.340 / -0.157 eV. The spin multiplicity is 2.

---

(3)
Molecular formula: C30H36BN9O6SV
Method: DFT, ωB97M-V/def2-TZVPD

Structure (XYZ):
```
84
Properties=species:S:1:pos:R:3:forces:R:3
V -0.17247 -0.03513 -0.30313 -2.284 -0.558 2.190
S -0.65619 -1.81210 -3.15172 -0.092 0.008 0.178
O 0.70396 -1.47799 -3.49920 0.194 0.170 0.212
O 1.50834 -0.62725 -0.74080 1.938 -0.394 -0.936
O -1.06874 -3.17580 -3.40234 0.051 -0.075 -0.024
O -2.10379 -0.25498 0.30399 -0.647 -0.232 -0.085
O -3.94453 -1.55472 0.40173 0.116 0.166 -0.007
O 0.33557 1.21368 -1.67019 0.327 1.145 -1.200
N 0.14457 -1.19119 1.52736 0.105 -0.284 0.384
N -1.02496 -1.35435 -1.67164 -1.015 -0.638 -0.694
N -0.64047 1.71425 0.88462 0.022 0.178 0.358
N 0.29181 -0.59917 2.74828 0.046 0.060 -0.125
N -0.41584 1.76296 2.22987 0.285 -0.048 -0.184
N 2.08051 1.24613 2.40431 -0.286 0.042 0.156
N 2.06995 0.04346 -1.74256 0.309 -0.462 0.130
N 2.37219 1.41943 1.08590 0.024 0.006 0.378
N 1.47289 1.04303 -2.21865 0.002 0.155 -0.273
C 3.30525 -0.42445 -2.30409 -0.271 0.100 0.189
C -0.08644 -2.48396 1.74514 0.096 0.055 0.113
C -1.96513 3.26259 1.79697 -0.013 0.050 -0.101
C 3.81524 0.15176 -3.45677 -0.106 0.158 -0.107
C -3.89764 1.56183 -7.04189 -0.002 -0.069 0.120
C -2.42564 -1.81523 -1.39931 0.677 0.171 -0.070
C 5.15205 -1.93051 -2.19599 -0.014 -0.004 0.036
C -3.10982 0.71992 -6.06569 -0.038 0.014 -0.057
C -2.04533 0.46693 -3.90678 -0.004 -0.081 -0.088
C 3.63269 1.81508 1.04274 0.122 0.141 0.015
C -2.73730 -0.58477 -6.37883 0.003 0.013 0.017
C -2.17681 2.81490 -0.74471 0.007 -0.135 0.162
C 5.68260 -1.36621 -3.34554 -0.004 0.000 0.007
C 3.15141 1.44965 4.67710 -0.001 0.001 -0.114
C -1.19828 2.69439 2.79653 -0.049 0.034 -0.077
C -0.26639 -3.49081 0.65319 -0.049 0.089 0.162
C 3.95673 -1.46178 -1.66784 -0.003 -0.113 0.158
C 4.17126 1.92443 2.34400 0.246 -0.041 -0.173
C 5.00954 -0.32408 -3.97087 -0.022 0.030 -0.011
C -1.18268 3.00957 4.25900 0.035 -0.026 -0.054
C 3.14939 1.54772 3.18160 -0.109 -0.077 0.030
C -2.76024 1.23045 -4.81710 -0.026 0.032 -0.003
C -0.10910 -2.72968 3.12719 -0.005 -0.156 -0.062
C -2.02858 -1.36350 -5.47277 -0.040 0.013 0.029
C 0.13131 -1.51207 3.72493 -0.024 0.022 -0.034
C -1.58566 2.61132 0.61422 0.036 0.107 0.169
C -1.67650 -0.83004 -4.24087 0.014 0.079 -0.155
C 0.17627 -1.18962 5.18535 0.004 0.043 -0.072
C 4.33751 2.10115 -0.24726 -0.050 -0.028 0.035
C -2.90243 -1.18805 -0.12196 0.372 0.467 0.402
B 0.66092 0.89601 2.93038 0.033 0.015 -0.320
H -2.71042 4.03763 1.90455 0.084 -0.079 -0.009
H -3.12380 -1.50432 -2.18166 0.002 0.016 -0.131
H -1.93865 3.76599 4.46514 0.003 0.007 0.016
H 3.62403 2.34077 -1.03570 -0.007 0.007 0.025
H 4.14384 1.70084 5.05015 0.006 0.004 -0.002
H 5.17340 2.22953 2.62140 -0.177 -0.061 -0.027
H 3.26867 0.94980 -3.94261 0.059 -0.076 0.020
H -2.67416 3.78286 -0.78087 -0.023 0.028 -0.019
H 5.01605 2.94645 -0.12341 0.004 0.011 -0.037
H 0.65932 1.13711 4.10732 -0.147 -0.052 -0.168
H -0.29269 -3.67310 3.62018 0.026 0.079 -0.043
H -3.00868 -0.99828 -7.34500 0.006 0.011 0.029
H -0.21062 3.39310 4.58023 -0.065 -0.027 -0.037
H 5.41039 0.11608 -4.87574 -0.018 -0.007 0.025
H -0.57251 -0.43873 5.44668 0.036 -0.046 -0.011
H -1.75087 -2.38857 -5.70016 -0.036 0.153 0.002
H 2.90671 0.43981 5.01430 0.032 0.061 -0.028
H 6.60994 -1.74178 -3.76130 -0.026 0.020 0.028
H -1.30726 -3.81379 0.59516 -0.014 0.010 0.003
H -1.41732 2.77816 -1.52013 0.067 0.000 -0.041
H -0.03286 -2.09532 5.75194 0.004 -0.015 0.022
H 2.42908 2.13057 5.13098 0.017 -0.014 -0.006
H -1.40443 2.12578 4.86095 0.006 0.048 -0.044
H 1.14879 -0.80348 5.49557 -0.046 -0.034 -0.021
H 3.51749 -1.88758 -0.77625 0.033 0.003 -0.027
H -2.50554 -2.89505 -1.32393 0.102 -0.144 -0.023
H 0.01597 -3.08890 -0.31298 0.036 0.051 -0.091
H -4.93936 1.65860 -6.72131 0.057 -0.009 -0.017
H -3.89581 1.11841 -8.03766 0.011 0.001 0.005
H -1.77331 0.86407 -2.93808 0.011 0.012 -0.009
H 0.34380 -4.36929 0.86414 0.005 -0.032 0.001
H -3.05547 2.24361 -4.55515 0.042 -0.080 0.000
H -2.91958 2.03817 -0.94663 0.042 -0.006 0.017
H 4.93179 1.24464 -0.57863 -0.021 0.028 0.012
H 5.66754 -2.74431 -1.70197 -0.020 0.003 -0.006
H -3.48430 2.56926 -7.11368 0.001 -0.014 -0.007
```
Forces are in eV/Å.

Its largest force on an atom is 3.21 eV Å⁻¹. The value obtained for the HOMO energy (alpha / beta) is -5.151 / -6.016 eV. Its lowest unoccupied orbital energy (alpha / beta) is 2.531 / 2.519 eV. Its total charge is -1. The spin multiplicity is 3.